DFT (ωB97M-V/def2-TZVPD) results for C11H44AsF6N22O11 as an isolated structure in a non-equilibrium geometry.

Computed properties:
HOMO-LUMO gap (spin up / spin down) (eV): 3.76 / 8.15
E_tot (eV): -144581.266
Multiplicity: 2
<S²>: 0.752
Net charge: -2
LUMO energy (spin up / spin down) (eV): 3.67 / 3.65

Last column: Löwdin spin population.
Element x y z (Å)
As -0.0648 0.4606 0.7162  0.19
F -0.6517 1.9709 -0.1862  0.13
F -1.8394 0.1315 0.9298  0.11
F 0.3609 -1.0159 1.6205  0.11
F 1.6896 0.8880 0.4699  0.13
F -0.1741 1.3328 2.2644  0.11
F -0.0159 -0.4265 -0.8455  0.13
C -0.2028 -0.8434 4.9950  0.00
O 0.0082 -1.6015 5.8637  0.00
N 0.5342 0.2274 4.7834  0.00
N -1.1093 -0.9400 4.0687  0.00
H 1.3612 0.2111 5.3629  0.00
H 0.2627 0.9883 4.1772  0.00
H -1.5006 -1.8709 4.0876  0.00
H -1.1133 -0.3925 3.2200  0.00
C 4.5514 0.2787 -1.0902  0.00
O 4.6806 1.0895 -0.2343  0.00
N 3.4716 -0.3583 -1.2995  0.00
N 5.4756 -0.1405 -1.9611  0.00
H 3.3185 -0.9462 -2.1063  0.00
H 2.6988 -0.1744 -0.6758  0.00
H 5.2761 -0.9072 -2.5876  0.00
H 6.4315 0.1811 -1.9077  0.00
C -0.5921 -4.3035 3.4054  0.00
O -1.4616 -3.7822 3.9915  0.00
N 0.0460 -5.3866 3.6556  0.00
N -0.0552 -3.8754 2.2543  0.00
H 0.8580 -5.7707 3.1939  0.00
H -0.2278 -5.8631 4.5031  0.00
H -0.4270 -3.0427 1.8201  0.00
H 0.6581 -4.3965 1.7647  0.00
C 1.6974 -2.6481 -3.4479  0.00
O 2.5683 -1.8661 -3.4342  0.00
N 1.8225 -3.8751 -3.9256  0.00
N 0.5224 -2.5750 -2.9562  0.00
H 2.6664 -4.2081 -4.3695  0.00
H 0.9846 -4.3957 -4.1424  0.00
H 0.1820 -1.7470 -2.4885  0.00
H -0.0958 -3.3572 -3.1174  0.00
C 2.8919 4.7687 -0.9212  0.00
O 2.5208 5.7851 -1.4370  0.00
N 2.8666 4.5295 0.3662  0.00
N 3.4839 3.8813 -1.7105  0.00
H 2.8954 3.5701 0.6803  0.00
H 2.3705 5.1873 0.9504  0.00
H 3.4304 3.9786 -2.7143  0.00
H 3.6495 2.9730 -1.3010  0.00
C -5.1403 -0.0323 1.1358  0.00
O -5.3687 -0.3929 2.2042  0.00
N -5.6898 -0.6287 0.1397  0.00
N -4.4515 0.9165 0.7269  0.00
H -5.6246 -0.3935 -0.8404  0.00
H -6.3329 -1.3669 0.3878  0.00
H -3.8021 1.4709 1.2663  0.00
H -4.6828 1.0199 -0.2508  0.00
C -3.3363 -3.3076 0.5333  0.00
O -3.4041 -3.1553 -0.6962  0.00
N -3.7518 -4.3002 1.2860  0.00
N -2.6438 -2.4721 1.2635  0.00
H -3.3153 -4.3683 2.1942  0.00
H -4.1569 -5.0654 0.7659  0.00
H -2.4488 -1.5600 0.8759  0.00
H -2.7786 -2.3951 2.2615  0.00
C -2.6172 4.4103 -0.8030  0.00
O -3.4245 5.3216 -1.1037  0.00
N -2.7828 3.1586 -0.9836  0.00
N -1.3964 4.6578 -0.3574  0.00
H -3.5801 2.7458 -1.4462  0.00
H -2.3081 2.4696 -0.4179  0.00
H -0.7454 3.8866 -0.3967  0.00
H -1.0576 5.6068 -0.4261  0.00
C 5.6435 1.4472 3.3745  0.00
O 6.3610 1.8297 4.3314  0.00
N 6.1916 1.3283 2.2504  0.00
N 4.3127 1.2106 3.3853  0.00
H 7.1610 1.5375 2.0594  0.00
H 5.5925 1.3004 1.4377  0.00
H 3.6885 0.9419 2.6382  0.00
H 3.8072 1.4331 4.2310  0.00
C -0.2185 2.8972 -4.0307  0.00
O -0.2688 3.0927 -5.1819  0.00
N 0.3086 3.8600 -3.2623  0.00
N -0.5003 1.7898 -3.4268  0.00
H 0.5257 3.6166 -2.3064  0.00
H 0.5618 4.7796 -3.5945  0.00
H -0.9945 1.1190 -3.9977  0.00
H -0.7455 1.6235 -2.4612  0.00
C -2.7836 -1.1386 -3.2978  0.00
O -2.4358 -0.3104 -4.1706  0.00
N -2.3209 -1.1388 -2.1220  0.00
N -3.6460 -1.9936 -3.3835  0.00
H -2.7811 -1.7294 -1.4442  0.00
H -1.4694 -0.6693 -1.8488  0.00
H -3.6924 -2.5718 -2.5567  0.00
H -4.1609 -2.2045 -4.2265  0.00